No. 1
Below is 7 unconnected molecules or ions with the total composition C33H37Cl3O18 at a distorted geometry, with properties calculated with wB97M-V/def2-TZVPD.

**Kohn-Sham gap (spin up / spin down)**: 2.122 / 4.447 eV
**Energy**: -109238.8979 eV

```
! RIJCOSX wB97M-V def2-TZVPD def2/J DEFGRID3
* xyz -1 2
C 4.42437 0.41869 5.13996
C 5.34970 -0.43866 5.68506
C 5.79904 -1.68308 5.04525
O 6.71009 -2.35952 5.42876
C 5.09814 -1.99225 3.79150
C 4.16053 -1.14460 3.25763
C 3.62642 0.05162 3.95464
O 2.65067 0.69612 3.58824
O 3.56095 -1.46931 2.08218
O 6.07551 -0.04490 6.84450
H 4.07456 1.20096 5.79729
H 5.43155 -2.88435 3.28220
H 2.71529 -1.01585 2.05359
H 6.32948 -0.79548 7.38647
C -1.03308 4.59025 2.62128
C -1.97762 4.66003 1.68883
C -2.05286 3.71588 0.54866
O -2.84152 3.85906 -0.38692
C -1.15112 2.59452 0.68128
C -0.34711 2.42592 1.73553
C -0.17529 3.41044 2.90223
O 0.50735 3.20217 3.92925
O 0.46865 1.31382 1.86418
O -2.87634 5.68819 1.72039
H -1.08592 5.45106 3.27136
H -1.19029 1.75127 0.00763
H 0.82748 1.50294 2.73429
H -3.47469 5.41397 1.02154
C 4.53767 -3.83869 -6.16102
C 5.84617 -4.16482 -6.07921
C 6.79604 -3.81399 -4.91508
O 8.01572 -4.06130 -4.89012
C 6.08381 -3.01676 -3.96522
C 4.82770 -2.68975 -4.03788
C 3.91887 -2.93445 -5.16837
O 2.82180 -2.46318 -5.30178
O 4.24107 -1.92682 -3.08292
O 6.46856 -4.75144 -7.11691
H 3.98398 -4.05273 -7.06324
H 6.64083 -2.64028 -3.12000
H 3.32340 -1.87089 -3.35921
H 7.42173 -4.71461 -7.00866
C -4.50773 -1.51878 0.60231
C -5.67264 -1.84738 1.11858
C -6.85159 -0.91406 1.46275
O -8.01604 -1.12027 1.92137
C -6.52682 0.43193 1.04100
C -5.35527 0.82784 0.49197
C -4.22977 -0.14852 0.18460
O -3.16758 0.17618 -0.34582
O -5.26318 2.20061 0.13349
O -5.98358 -3.12242 1.45920
H -3.71246 -2.24792 0.55433
H -7.25547 1.22480 1.12366
H -4.42988 2.43180 -0.28336
H -6.88593 -3.13592 1.78658
C -0.04007 -1.52501 -1.14071
Cl 0.43764 -2.14575 -2.73820
Cl 1.39609 -0.84727 -0.22734
Cl -0.79093 -2.89002 -0.05304
H -0.78198 -0.73563 -1.26130
C -1.10567 2.40633 6.57082
C -0.55389 1.05111 6.17845
O -1.23655 0.74860 4.94730
C -1.06542 -0.59932 4.40691
C -1.73535 -0.79742 3.02941
H -2.16184 2.29182 6.81471
H -0.63952 2.77741 7.48357
H -1.02202 3.18062 5.80821
H 0.53058 1.07707 6.07194
H -0.81906 0.24829 6.86639
H 0.01426 -0.74500 4.44105
H -1.52643 -1.21894 5.17609
H -2.82417 -0.75174 3.00730
H -1.40879 -1.73368 2.57676
H -1.34322 -0.15205 2.24339
C -2.01859 2.36220 -8.66093
C -2.47204 1.23697 -7.69378
O -1.62418 1.14105 -6.54562
C -2.24255 0.36250 -5.52326
C -1.33923 0.31927 -4.30112
H -0.93000 2.41714 -8.65479
H -2.28690 2.21537 -9.70713
H -2.37229 3.27472 -8.18102
H -3.47219 1.52339 -7.36857
H -2.57016 0.28551 -8.21647
H -3.25238 0.57601 -5.17288
H -2.17656 -0.66067 -5.89320
H -1.72377 -0.41578 -3.59406
H -1.19830 1.27668 -3.79952
H -0.31767 0.02956 -4.54727
*
```

These are the Mulliken partial charges, in e, on atoms 1 to 5: -0.9437 0.3570 0.4552 -0.7140 -0.8569

---

No. 2
Below is a molecular structure, C33H37ClCuO2Si2 at a distorted geometry, with properties calculated with wB97M-V/def2-TZVPD.

**Kohn-Sham gap (spin up / spin down)**: 6.927 / 6.324 eV
**Energy**: -111832.2096 eV

```
! RIJCOSX wB97M-V def2-TZVPD def2/J DEFGRID3
* xyz 0 2
C -1.83476 -0.48897 5.57770
C -2.46207 0.00868 4.40546
C -2.17317 -0.88449 3.31466
H -3.09868 0.89182 4.34169
C -1.35319 -1.97307 3.86031
C -1.15690 -1.68931 5.25729
H -0.63603 -2.33681 5.97012
H -1.93095 -0.06355 6.58394
H -2.65905 -0.89311 2.33545
H -1.14169 -2.90949 3.34329
Cu -0.19424 -0.47543 3.04436
Si 0.33236 -0.08310 0.81528
C -0.46505 1.50652 0.26303
C 0.11959 2.34197 -0.70939
H 1.11395 2.11242 -1.08989
C -0.58536 3.44190 -1.20363
H -0.14554 4.04525 -1.99479
C -1.85639 3.75718 -0.71525
H -2.42084 4.59415 -1.13848
C -2.38572 2.99902 0.33157
H -3.35350 3.25979 0.76061
C -1.68107 1.90640 0.84855
H -2.07238 1.36441 1.71333
C -0.38937 -1.67414 0.15905
C -1.54286 -1.66968 -0.64386
H -1.98198 -0.71967 -0.96915
C -2.12810 -2.88644 -1.00956
H -3.02853 -2.87631 -1.61912
C -1.57666 -4.10623 -0.61088
H -2.03752 -5.05126 -0.91323
C -0.43503 -4.10641 0.19365
H -0.01251 -5.04849 0.53782
C 0.16291 -2.90448 0.57679
H 1.04998 -2.90709 1.21881
H 1.81246 -0.08355 0.77311
Si 2.30051 0.27614 -3.80906
C 1.70262 -1.35290 -4.42130
C 0.77557 -1.41286 -5.47302
H 0.45723 -0.49355 -5.97612
C 0.22111 -2.64257 -5.84143
H -0.50985 -2.67874 -6.65027
C 0.57665 -3.80917 -5.15762
H 0.10422 -4.75938 -5.41138
C 1.52101 -3.75160 -4.12725
H 1.80987 -4.65846 -3.59160
C 2.08241 -2.52973 -3.75296
H 2.78591 -2.49146 -2.91421
C 1.14841 1.59043 -4.43988
C -0.18783 1.70689 -4.03117
H -0.60750 1.00523 -3.30146
C -0.98277 2.74451 -4.52984
H -2.01016 2.85009 -4.17610
C -0.47009 3.65798 -5.45413
H -1.08841 4.48330 -5.81009
C 0.84643 3.51308 -5.90253
H 1.24464 4.20840 -6.64415
C 1.65997 2.49585 -5.39163
H 2.70363 2.39821 -5.71337
H 3.70193 0.54982 -4.20942
Cl 2.45820 0.03758 -1.77724
C 1.94667 -1.67522 5.01761
O 1.46112 -0.54487 4.28242
C 2.12800 0.67450 4.66498
C 1.54841 1.82479 3.85574
O 0.10408 1.76425 3.81021
C -0.48957 2.50172 4.89057
H 1.64686 -1.58666 6.07573
H 1.52069 -2.58269 4.57541
H 3.04488 -1.69881 4.95915
H 1.97516 0.84010 5.74426
H 3.20304 0.54463 4.45067
H 1.87236 2.78359 4.29056
H 1.88543 1.73933 2.81122
H -0.26775 2.02526 5.86166
H -0.10989 3.53718 4.89562
H -1.56538 2.51735 4.71272
*
```

These are the Mulliken partial charges, in e, on atoms 1 to 5: -0.9083 -0.7258 -0.5150 0.6148 -0.5595

---

No. 3
Below is a molecular structure, C33H37ClFeO2Si2 at a distorted geometry, with properties calculated with wB97M-V/def2-TZVPD.

**Kohn-Sham gap (spin up / spin down)**: 6.613 / 7.649 eV
**Energy**: -101579.8631 eV

```
! RIJCOSX wB97M-V def2-TZVPD def2/J DEFGRID3
* xyz 0 5
C -3.71704 2.35166 3.76154
C -2.53580 2.99929 3.29809
C -2.61144 3.11047 1.87887
H -1.78482 3.44202 3.94198
C -3.87728 2.56305 1.45760
C -4.55917 2.11274 2.63653
H -5.58529 1.77996 2.69380
H -3.96878 2.18419 4.80747
H -1.89895 3.62867 1.24736
H -4.27495 2.57772 0.45140
Fe -2.56007 0.91474 2.25625
Si 2.05287 -3.29928 -2.68821
C 3.85405 -2.85429 -2.45588
C 5.00021 -3.60386 -2.81274
H 4.89679 -4.57498 -3.29169
C 6.29168 -3.10786 -2.56646
H 7.18706 -3.69714 -2.82214
C 6.46694 -1.84756 -1.97872
H 7.47060 -1.45745 -1.76800
C 5.33747 -1.07936 -1.65099
H 5.45289 -0.08983 -1.19976
C 4.05540 -1.58610 -1.89896
H 3.20056 -0.96014 -1.65626
C 1.49664 -2.68727 -4.35501
C 2.24246 -1.77155 -5.11942
H 3.26392 -1.52053 -4.84401
C 1.69933 -1.14907 -6.25238
H 2.26497 -0.38372 -6.79562
C 0.41516 -1.50279 -6.70136
H -0.03312 -0.98900 -7.56153
C -0.27525 -2.52968 -6.03895
H -1.25726 -2.84198 -6.42457
C 0.27899 -3.13686 -4.90684
H -0.24394 -3.96884 -4.44278
H 1.12087 -2.89272 -1.58439
Si -0.74561 0.25216 0.87074
C -1.41771 0.89437 -0.77018
C -0.76433 1.87412 -1.51878
H 0.17616 2.29453 -1.16935
C -1.34010 2.37908 -2.68670
H -0.82665 3.14847 -3.25318
C -2.60308 1.95542 -3.10709
H -3.06392 2.37090 -4.00327
C -3.27383 1.00466 -2.33908
H -4.28588 0.70619 -2.61669
C -2.69130 0.47210 -1.19253
H -3.26595 -0.22728 -0.58548
C 0.85155 1.11917 1.29123
C 0.93708 2.40139 1.86168
H 0.06775 2.89533 2.28529
C 2.16203 3.06748 1.91835
H 2.21998 4.04997 2.37289
C 3.32997 2.48175 1.44116
H 4.28661 3.00452 1.49076
C 3.26127 1.18615 0.93700
H 4.16509 0.66430 0.63485
C 2.04037 0.51000 0.86051
H 2.04268 -0.51014 0.48395
H 2.02920 -4.78047 -2.65017
Cl -0.46102 -1.79713 0.81604
C -0.84914 1.32828 5.56837
O -0.86715 0.54624 4.36026
C -1.13120 -0.86115 4.62909
C -2.59426 -1.17974 4.52127
O -3.17700 -0.51165 3.36588
C -4.55966 -0.88835 3.18616
H -0.48181 2.32181 5.32091
H -1.86865 1.39956 5.99039
H -0.19124 0.85571 6.31313
H -0.56641 -1.42866 3.86566
H -0.78619 -1.10522 5.64166
H -2.76260 -2.26670 4.42146
H -3.14340 -0.82613 5.39690
H -4.63435 -1.98308 3.23954
H -5.16284 -0.43465 3.98242
H -4.92013 -0.51602 2.21076
*
```

These are the Mulliken partial charges, in e, on atoms 1 to 5: -0.6042 -0.1316 -1.1533 0.5949 -0.6908